No. 1
Computed, not measured: a gas-phase ion, C7H11O4 (charge +1), with wB97M-V/def2-TZVPD.

Each line ends with the Löwdin charge.
Atoms and positions in Å:
C  -0.189926  -0.139491  0.008867  0.256
C  -1.695102  -0.147837  0.195672  -0.357
C  0.798862  -1.199290  0.276816  -0.236
C  1.918121  0.746146  -0.456343  -0.345
C  0.685458  -2.620911  -0.341447  0.030
C  2.647848  1.656534  0.580328  0.017
C  -3.612749  1.297188  -0.297678  0.013
O  -2.242529  -1.208021  0.513711  0.194
O  2.087790  -0.579219  0.058457  -0.003
O  0.575903  1.081303  -0.449265  0.139
O  -2.215743  1.079814  0.043630  0.033
H  0.663868  -1.300841  1.342523  0.190
H  2.351142  0.922417  -1.466175  0.184
H  0.447443  -2.727344  -1.343044  0.060
H  -0.164478  -3.231570  0.205474  0.140
H  1.504240  -3.329592  -0.145332  0.107
H  2.348428  1.484752  1.546006  0.049
H  2.530508  2.746864  0.434547  0.101
H  3.790324  1.495569  0.655264  0.135
H  -4.247565  0.448198  -0.682046  0.130
H  -3.731978  1.986718  -1.118537  0.106
H  -4.249860  1.538618  0.438562  0.057

Atoms 1-3, force components in eV/Å:
4.1 4.5 -2.3
-2.5 -0.7 0.9
1.1 0.1 -1.2

Net charge: +1
E_tot: -15615.9281 eV
Highest occupied orbital energy: -0.5446 hartree
Relative energy (zero: lowest compared OMol25 entry of this formula, charge and spin): 70.0 kcal per mole


No. 2
Computed, not measured: a molecular structure, C4H10O3, with wB97M-V/def2-TZVPD.

Each line ends with the Löwdin charge.
Atoms and positions in Å:
C  -0.864131  2.918586  -0.771304  0.169
C  -0.229396  1.790268  -0.342127  -0.119
C  0.007695  1.414046  0.984282  0.066
C  0.673794  0.115314  1.148163  -0.126
O  2.315038  0.334481  0.553602  -0.087
H  -1.548461  3.544259  -0.213152  0.088
H  -0.650775  3.244921  -1.784517  0.088
H  0.220819  1.191090  -1.128297  0.129
H  0.059636  2.280937  1.641892  0.140
H  1.897330  0.384319  1.566594  0.073
H  0.286145  -0.521391  1.935287  0.147
H  0.794441  -0.415226  0.192246  0.076
H  -2.023038  -3.559578  0.382722  -0.070
O  -1.480946  -3.610883  -0.410878  -0.325
H  -0.810444  -2.512927  -0.568146  -0.065
H  0.129033  -1.773818  -1.772538  0.003
O  -0.257106  -1.597478  -0.921216  -0.186

Atoms 1-3, force components in eV/Å:
0.6 0.0 -0.1
-0.1 0.6 -0.6
1.5 0.1 -1.7

Net charge: 0
E_tot: -10442.0259 eV
Highest occupied orbital energy: -0.2667 hartree
Relative energy (zero: lowest compared OMol25 entry of this formula, charge and spin): 258.7 kcal per mole


No. 3
Computed, not measured: a molecular structure, C11H61FeN20O20, with wB97M-V/def2-TZVPD.

Each line ends with the Löwdin charge.
Atoms and positions in Å:
Fe  -23.652260  25.367250  -32.873790  0.778
C  -24.420350  24.428670  -35.975720  -0.221
O  -23.750750  25.159270  -34.913090  -0.423
H  -23.680380  23.953680  -36.619870  0.063
H  -25.130410  23.721500  -35.546970  0.052
H  -25.097660  25.079660  -36.528510  0.010
C  -26.297380  22.021650  -28.712620  -0.798
O  -26.100190  21.407100  -27.629180  -0.019
N  -26.278890  23.324980  -28.789440  0.166
N  -26.170090  21.515740  -29.831750  0.201
H  -26.577640  23.741070  -27.918970  0.118
H  -26.475620  23.893360  -29.600820  0.069
H  -26.332310  22.072340  -30.658780  0.069
H  -25.718050  20.613550  -29.874370  0.146
C  -21.702640  22.807470  -28.891340  -0.755
O  -21.607310  23.477930  -29.870010  0.051
N  -22.832510  22.567710  -28.312010  0.201
N  -20.682080  22.312930  -28.185490  0.168
H  -22.844860  22.128050  -27.402810  0.124
H  -23.640010  22.991540  -28.746070  0.105
H  -19.705850  22.503570  -28.360800  0.118
H  -20.974400  21.557570  -27.582090  0.105
C  -19.805030  28.069450  -30.241840  -0.794
O  -19.554640  27.764540  -29.089750  0.037
N  -19.092540  27.907460  -31.334930  0.172
N  -20.861040  28.704850  -30.530080  0.178
H  -19.484570  28.449520  -32.091620  0.089
H  -18.139330  27.573980  -31.351900  0.125
H  -21.072010  28.992100  -31.475110  0.055
H  -21.592660  28.684130  -29.834090  0.090
C  -20.675760  22.238400  -34.752720  -0.793
O  -21.202020  21.929320  -33.704910  0.040
N  -20.703540  23.386630  -35.251010  0.230
N  -20.308910  21.253180  -35.516830  0.181
H  -21.095420  24.158340  -34.730440  0.107
H  -20.276720  23.444200  -36.164580  0.133
H  -20.168970  20.325520  -35.142720  0.130
H  -20.320930  21.282880  -36.526320  0.117
C  -26.126840  28.149830  -38.162800  -0.832
O  -26.474750  29.296300  -38.014400  0.031
N  -26.523300  27.455610  -39.139130  0.199
N  -25.384590  27.506500  -37.314370  0.192
H  -26.947830  28.077350  -39.812430  0.143
H  -26.529860  26.445640  -39.143380  0.134
H  -25.015870  27.903990  -36.462240  0.116
H  -25.167500  26.593600  -37.688000  0.095
C  -27.635670  21.798990  -33.291260  -0.779
O  -27.027120  22.103240  -32.315440  0.042
N  -28.289210  22.516350  -34.108710  0.207
N  -27.842880  20.555610  -33.609720  0.177
H  -28.346290  23.520590  -34.017320  0.082
H  -28.756090  21.992400  -34.835080  0.124
H  -28.158000  20.335050  -34.543600  0.115
H  -27.401600  19.828850  -33.064560  0.132
C  -24.972150  30.171520  -34.705210  -0.795
O  -24.767080  30.056640  -33.550530  0.043
N  -24.255070  30.894280  -35.504400  0.211
N  -26.047500  29.741120  -35.259420  0.198
H  -24.627190  31.035030  -36.432730  0.127
H  -23.400780  31.333960  -35.193000  0.127
H  -26.052640  29.564650  -36.253870  0.043
H  -26.817880  29.332380  -34.749960  0.100
C  -28.197270  26.550360  -34.323530  -0.741
O  -28.242140  25.480590  -33.677170  0.015
N  -27.707100  26.668660  -35.507770  0.206
N  -28.635330  27.697250  -33.930930  0.178
H  -27.236480  25.866860  -35.902420  0.120
H  -27.644920  27.569050  -35.961120  0.097
H  -29.156230  27.716320  -33.065840  0.134
H  -28.909580  28.358710  -34.643220  0.128
C  -23.487060  30.727170  -30.063050  -0.866
O  -23.120760  30.442070  -28.955520  0.050
N  -23.445920  31.938800  -30.532520  0.176
N  -23.898400  29.920060  -30.922720  0.191
H  -23.161660  32.619380  -29.842500  0.125
H  -23.873780  32.209600  -31.406420  0.110
H  -24.181560  29.066210  -30.463530  0.092
H  -24.100850  30.196930  -31.872700  0.058
C  -23.745920  26.343610  -29.831910  -0.690
O  -23.681110  25.404260  -30.684980  -0.045
N  -22.815010  26.629870  -28.988770  0.235
N  -24.807350  27.050700  -29.746330  0.188
H  -22.005150  26.026620  -28.970760  0.127
H  -23.043970  27.053800  -28.101100  0.139
H  -24.987090  27.499240  -28.859430  0.138
H  -25.534580  26.716370  -30.362340  0.088
O  -24.026420  21.101110  -34.252780  -0.037
H  -23.237050  21.109610  -34.794110  0.015
H  -24.239600  22.025460  -34.124770  0.004
O  -25.142090  27.209170  -32.756590  -0.020
H  -26.072890  27.164560  -32.975370  0.038
H  -24.921190  28.137170  -32.835650  0.024
O  -27.295140  25.419980  -30.895370  -0.031
H  -28.060750  25.792250  -31.332960  0.054
H  -27.610900  25.176350  -30.025210  0.061
O  -22.105490  26.828090  -32.754420  -0.053
H  -21.244970  26.408890  -32.759250  0.009
H  -21.916050  27.765430  -32.796320  -0.003
O  -19.975800  25.180700  -32.555660  -0.027
H  -19.635740  24.403120  -32.998340  0.047
H  -19.348100  25.350790  -31.853310  0.053
O  -21.321760  29.277780  -33.312670  -0.027
H  -21.745670  30.122910  -33.163370  0.070
H  -20.891300  29.372000  -34.162410  0.092
O  -21.074140  26.310750  -36.548050  -0.054
H  -21.055740  25.910100  -37.417160  0.029
H  -21.785850  25.861790  -36.091840  -0.019
O  -22.613380  23.655180  -32.394280  -0.075
H  -22.235760  23.579020  -31.518020  0.009
H  -22.131800  23.016090  -32.919510  -0.011
O  -25.466110  24.413260  -32.504220  -0.068
H  -25.727310  23.495560  -32.427820  0.031
H  -26.164930  24.898950  -32.066070  -0.014

Atoms 1-3, force components in eV/Å:
-0.6 0.3 -0.8
0.6 1.1 2.7
-0.1 -0.4 -1.1

2S+1: 5
Net charge: +1
Expectation value of S²: 6.0063
E_tot: -117538.8273 eV
Highest occupied orbital energy (spin up / spin down): -0.3840 / -0.3465 hartree